Here is a molecular structure, C30H27AsBN8OPd from OMol25. Energies are from ωB97M-V with the def2-TZVPD basis set.

Last column: Mulliken spin population.
Element x y z (Å)
Pd  -0.32718  -0.58166  0.16684  0.537
C  -3.63595  0.29043  2.66405  0.023
C  -2.58502  -0.56206  2.35622  0.002
N  -2.26928  -0.43762  1.06494  0.245
N  -3.07522  0.51551  0.52706  -0.003
C  -3.89810  0.96597  1.48493  0.022
B  -2.79358  1.02470  -0.92099  0.012
N  -1.47299  1.87691  -0.83870  0.036
C  -1.19368  3.15323  -1.13226  0.006
C  0.13873  3.40382  -0.84246  0.009
C  0.64716  2.20855  -0.36378  0.015
N  -0.34246  1.30720  -0.37231  0.051
N  -2.42586  -0.21597  -1.79161  0.010
C  -2.98925  -0.70491  -2.90325  0.009
C  -2.26452  -1.81087  -3.31589  0.000
C  -1.23814  -1.94083  -2.39024  0.010
N  -1.35193  -0.95615  -1.49187  -0.005
N  -3.93453  1.74995  -1.52979  0.000
C  -5.28106  1.64649  -1.33361  0.000
C  -5.90085  2.39605  -2.29390  0.000
C  -4.84385  2.93053  -3.05957  0.000
N  -3.66986  2.53682  -2.61145  0.000
H  -4.14651  0.39721  3.60442  -0.001
H  -2.05330  -1.25647  2.98732  0.002
H  -4.62220  1.73406  1.27203  0.002
H  -1.96312  3.78138  -1.54649  0.000
H  0.67034  4.32931  -0.97329  0.001
H  1.63091  1.93317  -0.02425  0.000
H  -3.85159  -0.22005  -3.33130  0.000
H  -2.44426  -2.42604  -4.17929  0.000
H  -0.43213  -2.65524  -2.33815  0.003
H  -5.70104  1.01231  -0.57118  0.000
H  -6.95830  2.53651  -2.43143  0.000
H  -4.89703  3.58206  -3.91700  0.000
O  1.31839  -0.23334  1.22084  0.000
As  1.75695  -1.14955  2.59251  0.004
C  1.30940  -2.95891  2.17433  0.004
C  0.39708  -3.27713  1.17331  0.007
C  0.00144  -4.58348  0.94682  0.002
C  0.54145  -5.59747  1.72966  0.000
C  1.46717  -5.29956  2.71832  0.001
C  1.85133  -3.98410  2.94344  -0.001
C  0.62502  -0.53606  3.99101  0.002
C  0.44175  0.83716  4.13849  -0.002
C  -0.39987  1.30279  5.13625  -0.001
C  -1.04545  0.40340  5.97692  0.000
C  -0.85604  -0.96404  5.82684  0.000
C  -0.01726  -1.44183  4.82989  0.001
C  3.59793  -0.96280  2.95557  0.000
C  4.52428  -1.46998  2.04550  0.001
C  5.87363  -1.32139  2.31176  0.001
C  6.28569  -0.67691  3.47348  0.000
C  5.35694  -0.17830  4.37639  0.000
C  4.00120  -0.31752  4.12113  -0.001
H  -0.02722  -2.54769  0.45611  -0.002
H  -0.70834  -4.81396  0.16410  0.000
H  0.24420  -6.62291  1.55742  0.000
H  1.89445  -6.09261  3.31647  0.000
H  2.57856  -3.76426  3.71682  0.000
H  0.94101  1.53783  3.47941  -0.001
H  -0.54766  2.36664  5.26325  0.000
H  -1.69532  0.77233  6.75929  0.000
H  -1.35623  -1.65818  6.48857  0.000
H  0.12775  -2.50964  4.71444  0.000
H  4.20333  -1.97761  1.14344  0.001
H  6.60662  -1.70852  1.61755  0.000
H  7.34235  -0.56674  3.67683  0.000
H  5.68709  0.31694  5.27892  0.000
H  3.27398  0.06464  4.82734  0.000

Its charge is +2. As for the spin multiplicity: 2. The expectation value of S² is 0.75. The energy relative to the best compared isomer or geometry (same formula, charge and spin) is 3.8 kcal/mol.

---

Here is a molecular structure, C30H27BFeO7 from OMol25. Energies are from ωB97M-V with the def2-TZVPD basis set.

Last column: Mulliken spin population.
Element x y z (Å)
C  5.60693  -1.67287  0.84035  0.009
C  4.36545  -0.95885  0.54689  0.306
C  3.38665  -0.59250  1.45712  0.119
C  2.53598  0.25399  0.74756  0.101
C  3.04855  0.47362  -0.53374  0.288
B  -1.24413  -1.48616  0.32859  -0.007
C  -1.96218  -2.30540  1.35418  0.036
C  -2.80707  -3.40052  1.42103  0.037
C  -3.07282  -3.67194  2.79210  -0.002
C  -2.26807  -2.79152  3.50413  0.042
C  -2.04672  -2.55261  4.92062  -0.001
O  -1.58787  -1.95666  2.65208  -0.010
C  -1.40222  0.08192  0.47130  0.321
C  -0.84306  1.36847  0.77740  0.072
C  -1.87906  2.29081  1.01219  0.189
C  -3.03719  1.60226  0.70291  0.204
C  -4.43320  1.91937  0.86137  0.034
O  -2.75987  0.35344  0.19480  -0.033
C  -0.07930  -2.22500  -0.37869  0.028
C  0.19303  -2.51851  -1.71003  0.003
C  1.18944  -3.54556  -1.77294  0.002
C  1.51556  -3.84651  -0.46741  0.009
C  2.35312  -4.93681  0.07773  0.000
O  0.83002  -3.00562  0.40200  0.002
O  4.15006  -0.33486  -0.68491  -0.052
H  5.71578  -1.88327  1.92507  -0.003
H  5.74830  -2.62664  0.29730  0.034
H  6.48398  -1.05041  0.61849  0.030
H  3.20053  -0.95565  2.47448  0.003
H  1.60075  0.63450  1.13048  0.004
H  -3.17661  -3.91682  0.55152  -0.001
H  -3.79371  -4.39585  3.16749  0.001
H  -2.74889  -3.12802  5.53789  0.000
H  -1.01381  -2.81167  5.21556  0.004
H  -2.19890  -1.48234  5.13913  0.003
H  0.17285  1.73991  0.87478  -0.018
H  -1.73852  3.32034  1.36495  -0.002
H  -4.57781  2.49378  1.78841  0.005
H  -4.76174  2.53475  0.00874  0.030
H  -4.98676  0.97068  0.92346  0.004
H  -0.29186  -2.08099  -2.58968  -0.002
H  1.53790  -4.04116  -2.69394  0.000
H  2.92199  -5.44471  -0.72591  0.000
H  3.08008  -4.54410  0.80320  0.001
H  1.73512  -5.70816  0.57541  0.001
O  -2.05072  5.94073  -4.85983  0.030
C  -1.64402  5.12063  -4.10924  0.027
Fe  -1.75262  4.11468  -2.58121  1.696
C  -2.75529  5.18510  -1.64234  -0.091
O  -3.49635  5.58773  -0.84553  -0.009
C  -3.04066  2.96606  -2.82363  -0.018
O  -4.00719  2.34320  -2.62154  0.013
C  2.29891  1.16157  -1.58632  0.070
C  0.80409  0.85725  -1.58791  0.195
C  -0.15418  1.65472  -2.12715  -0.014
C  -0.08678  3.01154  -2.74855  -0.161
C  0.69946  4.02655  -2.10451  0.404
C  1.76250  3.67535  -1.21168  -0.070
C  2.62389  2.63116  -1.21073  0.244
H  2.66607  1.01101  -2.62422  0.008
H  0.42840  -0.12832  -1.24778  -0.086
H  -1.20203  1.29764  -2.19205  -0.065
H  -0.14469  3.05717  -3.85796  0.055
H  0.71436  5.09203  -2.45703  -0.011
H  1.96272  4.44405  -0.47010  -0.010
H  3.71345  2.78399  -0.99415  -0.001

Its charge is +2. As for the spin multiplicity: 5. The expectation value of S² is 6.12. The calculation puts the total energy at -2973.6965 Eh.

---

Here is a molecular structure, C30H27Cl2N4O3Ru from OMol25. Energies are from ωB97M-V with the def2-TZVPD basis set.

Last column: Mulliken spin population.
Element x y z (Å)
Ru  0.96507  0.32343  0.84072  0.167
Cl  1.56251  -0.19233  3.22918  0.012
C  3.29778  -0.33446  2.79946  0.002
Cl  3.49415  -0.06327  1.04835  0.005
H  3.62865  -1.33808  3.04162  0.000
H  3.84748  0.43301  3.33247  0.000
O  1.30689  7.17615  -1.07543  0.000
N  1.19471  6.42443  -2.01869  0.000
O  1.09977  6.74752  -3.17432  0.000
C  1.15486  4.95480  -1.72744  0.000
C  0.98665  4.15602  -2.79821  -0.001
C  0.90406  2.72983  -2.64776  -0.002
C  0.76828  1.85153  -3.73584  -0.001
C  0.73375  0.50219  -3.49206  -0.001
C  0.79239  0.04403  -2.17237  0.004
N  0.88225  0.85944  -1.12862  0.000
C  0.97313  2.19790  -1.36549  0.003
C  1.19155  3.05723  -0.23250  -0.007
N  1.30332  2.42341  0.96300  0.003
C  1.50316  3.14524  2.05095  0.002
C  1.62549  4.53429  2.00469  0.000
C  1.52153  5.19072  0.80377  0.003
C  1.28899  4.44585  -0.37466  0.000
H  0.90741  4.59895  -3.78107  0.000
H  0.70900  2.23966  -4.74423  0.000
H  0.65426  -0.21702  -4.29378  0.000
H  0.76159  -1.01178  -1.95630  -0.004
H  1.56028  2.60799  2.98898  -0.001
H  1.80157  5.08374  2.91807  0.000
H  1.61277  6.26229  0.75899  0.000
C  -3.07690  0.07419  1.88686  0.001
C  -3.19277  1.47062  1.26073  0.000
C  -1.75836  1.86087  0.89349  -0.007
O  -0.88431  0.87763  1.53443  0.006
C  -1.68221  0.08109  2.46720  -0.003
H  -3.17613  -0.70545  1.13645  0.000
H  -3.82943  -0.10233  2.65218  0.000
H  -3.60523  2.18098  1.97461  0.000
H  -3.83986  1.46901  0.38629  0.000
H  -1.48530  2.84375  1.27719  0.000
H  -1.55739  1.82305  -0.17669  0.001
H  -1.65068  0.59604  3.43033  0.000
H  -1.21474  -0.89772  2.55636  -0.001
N  0.51095  -1.56696  0.56672  0.781
C  -0.03200  -2.62391  0.15783  -0.067
C  0.35500  -3.91716  0.79268  0.094
C  -0.59448  -4.92030  0.96610  -0.008
C  -0.23358  -6.10485  1.59081  0.008
C  1.07017  -6.29303  2.02544  -0.006
C  2.02036  -5.29423  1.84835  0.005
C  1.66248  -4.10401  1.23864  0.008
C  -1.01533  -2.59502  -0.96535  0.010
C  -1.02505  -3.63939  -1.88757  -0.012
C  -1.87376  -3.58373  -2.98448  0.008
C  -2.71756  -2.49623  -3.15829  -0.006
C  -2.70932  -1.45421  -2.23798  0.002
C  -1.85417  -1.50116  -1.15018  0.007
H  -1.61250  -4.77210  0.63000  -0.001
H  -0.97103  -6.88238  1.73368  0.000
H  1.34982  -7.22455  2.49814  0.000
H  3.03880  -5.45017  2.17609  0.001
H  2.39945  -3.32644  1.07842  0.005
H  -0.36951  -4.48907  -1.75217  0.000
H  -1.88137  -4.39657  -3.69740  0.000
H  -3.38812  -2.46311  -4.00607  0.000
H  -3.37598  -0.61227  -2.37083  0.001
H  -1.83332  -0.69356  -0.43349  -0.010

Its charge is +2. As for the spin multiplicity: 2. The expectation value of S² is 0.77. The energy relative to the best compared isomer or geometry (same formula, charge and spin) is 0.0 kcal/mol.

---

Number 1: molecular weight 707.76 g mol⁻¹. Number 2: molecular weight 566.20 g mol⁻¹. Number 3: molecular weight 663.55 g mol⁻¹.